#a
Density functional theory data (ωB97M-V with the def2-TZVPD basis set) for one molecule with the formula C3H5N3S.

SMILES	[H]/N=C1/NCC(=S)N1

Structure (ORCA input):
```
! RIJCOSX wB97M-V def2-TZVPD def2/J DEFGRID3
* xyz 0 1
S 0.561 0.549 -2.829
N -0.883 0.028 -0.635
N -1.690 -0.357 1.632
N 0.580 -0.336 0.985
C 0.305 0.222 -1.245
C 1.359 0.091 -0.163
C -0.781 -0.223 0.769
H -1.740 0.067 -1.131
H 2.122 -0.658 -0.473
H 0.944 -0.206 1.904
H -2.620 -0.227 1.215
H 1.842 1.050 -0.028
*
```

These are the natural (NBO) partial charges, in e, on atoms 1 to 6: number 1, S, carries -0.107; number 2, N, carries -0.603; number 3, N, carries -0.716; number 4, N, carries -0.612; number 5, C, carries 0.115; number 6, C, carries -0.291


#b
Density functional theory data (ωB97M-V with the def2-TZVPD basis set) for one molecule with the formula C3H5N3S.

SMILES	[H]/N=C(\C=S)NN=C

Structure (ORCA input):
```
! RIJCOSX wB97M-V def2-TZVPD def2/J DEFGRID3
* xyz 0 1
S 2.896 0.149 -1.796
N -0.998 0.819 0.125
N 1.321 -1.801 0.336
N -0.319 -0.231 0.480
C 1.466 0.303 -1.110
C 0.826 -0.681 -0.090
C -2.148 1.009 0.667
H -2.627 0.266 1.339
H 2.167 -1.995 -0.180
H -0.754 -0.933 1.099
H 0.825 1.182 -1.270
H -2.656 1.913 0.400
*
```

These are the natural (NBO) partial charges, in e, on atoms 1 to 6: number 1, S, carries 0.144; number 2, N, carries -0.208; number 3, N, carries -0.657; number 4, N, carries -0.407; number 5, C, carries -0.362; number 6, C, carries 0.353


It is #a that is most stable; the runner-up trails by 2.663 eV.


#a
Density functional theory data (ωB97M-V with the def2-TZVPD basis set) for C3H5N3S as an isolated structure.

Structure (ORCA input):
```
! RIJCOSX wB97M-V def2-TZVPD def2/J DEFGRID3
* xyz 0 1
S 3.507 -0.987 0.243
N 0.275 1.555 0.051
N -1.351 0.716 0.396
N -1.389 -0.315 -0.370
C 2.241 0.016 0.266
C -0.439 -1.243 -0.256
C 1.234 0.728 0.061
H -0.199 -2.148 -0.700
H 0.164 -1.114 0.594
H -2.147 1.287 0.235
H -1.938 -0.617 -1.230
H 0.041 2.123 0.710
*
```

These are the natural (NBO) partial charges, in e, on atoms 1 to 6: number 1, S, carries -0.046; number 2, N, carries -0.478; number 3, N, carries -0.415; number 4, N, carries -0.246; number 5, C, carries -0.209; number 6, C, carries -0.166


#b
Density functional theory data (ωB97M-V with the def2-TZVPD basis set) for one molecule with the formula C3H5N3S.

SMILES	[H]/N=C1/NCC(=S)N1

Structure (ORCA input):
```
! RIJCOSX wB97M-V def2-TZVPD def2/J DEFGRID3
* xyz 0 1
S 1.444 -1.388 -2.287
N -0.296 -0.258 1.115
N -0.349 0.480 -0.996
N -0.884 1.932 0.953
C -0.605 0.831 0.354
C 0.510 -0.676 -1.049
C 0.607 -1.150 0.397
H -1.315 2.595 0.156
H -0.273 0.069 2.128
H -0.737 0.839 -1.854
H 0.207 -2.152 0.336
H 1.690 -1.122 0.746
*
```

These are the natural (NBO) partial charges, in e, on atoms 1 to 6: number 1, S, carries -0.098; number 2, N, carries -0.620; number 3, N, carries -0.629; number 4, N, carries -0.715; number 5, C, carries 0.560; number 6, C, carries 0.147


It is #b that is most stable; the runner-up trails by 6.500 eV.


#a
Density functional theory data (ωB97M-V with the def2-TZVPD basis set) for H19O10 as an isolated structure.

Structure (ORCA input):
```
! RIJCOSX wB97M-V def2-TZVPD def2/J DEFGRID3
* xyz -1 1
O -1.486 1.141 2.342
O -1.247 1.031 -0.105
O 1.039 1.841 2.321
O 1.166 -3.769 -1.016
O -2.438 -0.003 -2.752
O -2.355 -2.726 -2.062
O 0.200 4.282 0.288
O 2.976 -2.077 0.388
O 2.233 2.403 -0.477
O 0.193 -2.068 1.434
H 3.273 -1.259 -0.071
H 1.938 2.090 0.377
H 1.210 -2.226 1.540
H -1.364 1.265 0.794
H 3.144 -2.799 -0.182
H -1.239 0.094 -0.166
H 0.189 -1.094 1.231
H 1.774 3.187 -0.644
H 0.935 -3.176 -0.201
H 0.422 3.375 0.667
H -2.810 -3.301 -1.430
H -2.717 -1.846 -2.194
H -2.179 1.709 2.310
H -1.649 0.449 -3.108
H -0.154 1.548 2.448
H 1.269 0.922 2.222
H -0.388 3.906 -0.372
H 0.599 -3.422 -1.701
H -2.535 0.521 -1.880
*
```

These are the natural (NBO) partial charges, in e, on atoms 1 to 6: number 1, O, carries -1.171; number 2, O, carries -1.021; number 3, O, carries -1.109; number 4, O, carries -0.995; number 5, O, carries -0.985; number 6, O, carries -0.990


#b
Density functional theory data (ωB97M-V with the def2-TZVPD basis set) for a 10-piece molecular cluster, H19O10 overall.

Structure (ORCA input):
```
! RIJCOSX wB97M-V def2-TZVPD def2/J DEFGRID3
* xyz -1 1
O 1.478 0.174 0.767
O 1.392 -1.022 -1.446
O 3.482 1.880 -0.973
O -2.274 2.349 2.376
O -3.861 -0.439 -0.210
O -0.399 -2.791 -1.502
O 0.581 1.268 -2.385
O -0.527 1.792 0.255
O -1.873 -1.318 2.355
O 1.046 -1.992 2.283
H 2.311 0.651 0.834
H -1.427 -1.946 1.784
H -1.260 -2.590 -1.851
H -1.841 1.751 1.729
H 3.138 2.718 -1.286
H 0.992 0.372 -2.349
H 0.299 1.413 0.613
H -3.435 -0.800 0.588
H 1.869 -1.837 -1.635
H 1.315 -1.245 1.699
H -3.186 0.258 -0.285
H -1.230 -0.621 2.510
H 3.864 1.396 -1.707
H -0.361 1.521 -0.662
H 0.259 -2.022 -1.756
H 1.720 -0.201 -0.126
H -0.208 1.162 -2.919
H -2.719 2.806 1.650
H 0.852 -2.687 1.649
*
```

These are the natural (NBO) partial charges, in e, on atoms 1 to 6: number 1, O, carries -1.007; number 2, O, carries -1.240; number 3, O, carries -0.955; number 4, O, carries -0.957; number 5, O, carries -0.956; number 6, O, carries -1.038


It is #b that is most stable; the runner-up trails by 1.144 eV.


#a
Density functional theory data (ωB97M-V with the def2-TZVPD basis set) for a 2-piece molecular cluster, C7H16N2O overall.

SMILES	C/C(N)=C(\C)N.CC(C)=O

Structure (ORCA input):
```
! RIJCOSX wB97M-V def2-TZVPD def2/J DEFGRID3
* xyz 0 1
O 1.754 -0.587 -1.285
N -1.424 1.830 0.224
N -1.192 -0.555 1.733
C -1.244 -0.568 0.309
C -1.292 0.552 -1.900
C -1.130 -1.911 -0.349
C -1.298 0.566 -0.401
C 1.908 -0.085 -0.198
C 2.058 1.406 -0.010
C 1.999 -0.880 1.073
H -0.907 1.895 1.090
H 1.669 1.939 -0.874
H 1.558 1.733 0.897
H -1.521 -1.430 2.121
H -0.333 0.184 -2.266
H 1.046 -0.787 1.599
H 2.175 -1.929 0.853
H -2.026 -2.139 -0.927
H -1.458 1.553 -2.292
H -2.070 -0.102 -2.290
H -0.993 -2.690 0.398
H -0.279 -1.932 -1.029
H -1.739 0.206 2.117
H 3.119 1.635 0.086
H -1.168 2.588 -0.394
H 2.785 -0.492 1.716
*
```

These are the natural (NBO) partial charges, in e, on atoms 1 to 6: number 1, O, carries -0.573; number 2, N, carries -0.830; number 3, N, carries -0.844; number 4, C, carries 0.083; number 5, C, carries -0.654; number 6, C, carries -0.654


#b
Density functional theory data (ωB97M-V with the def2-TZVPD basis set) for one molecule with the formula C7H16N2O.

Structure (ORCA input):
```
! RIJCOSX wB97M-V def2-TZVPD def2/J DEFGRID3
* xyz 0 1
O 0.568 -2.400 0.808
N 0.173 -2.954 -1.400
N -0.297 0.406 0.419
C 1.181 0.580 0.259
C -1.034 1.598 -0.050
C -0.665 0.117 1.829
C 0.059 -2.213 -0.301
C -0.814 -0.978 -0.655
C 1.787 1.823 0.902
C -0.851 -0.721 -2.065
H -0.420 0.960 2.479
H -0.144 -0.785 2.136
H -0.863 2.448 0.612
H 0.071 -0.382 -2.533
H -0.719 1.837 -1.063
H -1.799 -1.095 -0.207
H -0.326 -2.265 -2.225
H 1.422 2.747 0.454
H 2.867 1.790 0.755
H 1.607 1.859 1.976
H -2.099 1.369 -0.060
H 1.630 -0.322 0.668
H 1.362 0.591 -0.817
H 0.758 -3.777 -1.348
H -1.715 -0.186 -2.448
H -1.741 -0.051 1.874
*
```

These are the natural (NBO) partial charges, in e, on atoms 1 to 6: number 1, O, carries -0.698; number 2, N, carries -0.855; number 3, N, carries -0.286; number 4, C, carries -0.235; number 5, C, carries -0.420; number 6, C, carries -0.431


It is #a that is most stable; the runner-up trails by 2.329 eV.


#a
Density functional theory data (ωB97M-V with the def2-TZVPD basis set) for a 2-piece molecular cluster, CH7N2O overall.

Structure (ORCA input):
```
! RIJCOSX wB97M-V def2-TZVPD def2/J DEFGRID3
* xyz 1 1
O -0.755 -0.373 -1.581
N 0.292 1.404 0.235
N 0.327 -0.975 0.411
C -0.740 -0.247 -0.269
H -0.102 -1.506 1.186
H 1.044 1.019 0.618
H 0.247 -0.342 -1.859
H 0.479 2.110 -0.524
H -1.719 0.160 0.171
H -0.078 2.047 0.874
H 0.822 -1.533 -0.236
*
```

These are the natural (NBO) partial charges, in e, on atoms 1 to 6: number 1, O, carries -0.601; number 2, N, carries -0.894; number 3, N, carries -0.845; number 4, C, carries 0.543; number 5, H, carries 0.424; number 6, H, carries 0.398


#b
Density functional theory data (ωB97M-V with the def2-TZVPD basis set) for a 2-piece molecular cluster, CH7N2O overall.

Structure (ORCA input):
```
! RIJCOSX wB97M-V def2-TZVPD def2/J DEFGRID3
* xyz 1 1
O -0.274 0.834 1.319
N 0.772 0.586 -1.496
N -0.912 -1.305 0.560
C -0.071 -0.334 0.912
H 1.058 0.839 -2.456
H 0.335 1.490 -1.132
H -1.884 -1.197 0.555
H -0.612 -2.295 0.563
H 0.950 -0.564 1.118
H -0.967 1.517 0.988
H 1.606 0.429 -0.931
*
```

These are the natural (NBO) partial charges, in e, on atoms 1 to 6: number 1, O, carries -0.605; number 2, N, carries -1.091; number 3, N, carries -0.687; number 4, C, carries 0.613; number 5, H, carries 0.402; number 6, H, carries 0.351


It is #b that is most stable; the runner-up trails by 0.697 eV.